{
  "formula": "C3H7NO3P",
  "method": "ωB97M-V with the def2-TZVPD basis set",
  "species": ["O", "O", "O", "H", "H", "H", "C", "C", "H", "H", "H", "H", "P", "C", "N"],
  "positions_angstrom": [[0.8096, -1.8013, -0.3469], [-1.4335, -0.9146, 0.4803], [-0.6709, -0.6526, -1.9678], [1.7749, 0.8111, -0.9812], [0.3610, -1.1903, 1.5931], [0.5426, 1.2268, 1.2629], [-1.2604, 0.4455, 0.4613], [0.9554, -0.8794, 0.6291], [-1.8157, 0.7916, 1.3507], [1.9746, -0.7079, 0.6542], [-1.8236, 0.9281, -0.4347], [0.2863, 1.8897, -1.4081], [-0.7526, -1.6639, -0.8876], [0.7907, 1.0899, -0.8290], [0.2616, 0.6272, 0.4238]],
  "multiplicity": 1,
  "relative_energy_kcal_mol": 82.6,
  "e_homo_ev": [-14.895, -13.983],
  "lumo_ev": [-5.17, -7.18],
  "homo_lumo_gap_ev": [9.72, 6.80],
  "total_charge": 1
}

{
  "formula": "C19H43N2O7P",
  "method": "ωB97M-V with the def2-TZVPD basis set",
  "species": ["O", "H", "H", "H", "C", "H", "H", "C", "H", "H", "H", "H", "H", "H", "C", "P", "O", "H", "N", "H", "H", "O", "C", "O", "C", "H", "H", "H", "O", "H", "C", "O", "C", "C", "H", "O", "H", "H", "H", "H", "H", "H", "C", "H", "H", "C", "C", "H", "C", "C", "H", "H", "H", "C", "H", "H", "H", "H", "H", "H", "C", "C", "H", "C", "N", "H", "C", "H", "H", "H", "H", "C"],
  "positions_angstrom": [[-4.7128, 1.7730, -5.4753], [-2.8599, 1.7583, -1.4398], [3.7222, -0.5095, 0.8450], [-1.3490, 1.9273, -3.3738], [3.7853, -2.1262, 6.1864], [2.8148, 4.7539, -2.0029], [-6.7332, -1.2228, -3.5124], [-7.7998, 0.3540, -4.5513], [-0.0106, -0.3648, 3.1436], [3.7890, 2.4170, -1.6282], [-3.8214, 1.2182, -2.8129], [-0.9481, 1.7804, 2.7261], [-1.4640, 1.6754, 0.4998], [-6.2511, -1.0460, -6.0529], [-5.3509, -0.4840, -5.8246], [2.1380, 1.7807, -0.0248], [-2.5786, -0.9744, -0.7376], [0.5795, 2.4379, 2.1931], [0.4494, 1.9860, -0.2667], [5.6770, -2.1039, 5.0568], [5.8071, -3.8893, 8.5341], [3.8856, -1.8960, -0.6959], [-3.4738, 0.9401, -1.8220], [2.7266, -1.5803, 6.3279], [-0.4516, 1.3135, 0.6872], [-7.4307, 0.0184, -2.4612], [-1.1103, 1.6399, -5.0963], [1.1119, 1.0948, 4.7901], [-6.7062, 1.2697, -4.7216], [5.5016, -4.0524, 5.4856], [-0.0535, 1.5476, 2.1454], [3.9345, -3.3760, 6.6805], [5.1346, -4.1402, 6.5088], [0.7053, 0.3734, 2.7725], [-4.8138, -1.0144, -5.0357], [-1.9078, -0.7145, -2.8071], [4.6018, -0.0264, -0.6063], [-0.4777, 0.2330, 0.4925], [0.1992, 1.7150, -1.2149], [-1.6608, -0.7735, -4.7970], [3.0363, -2.3404, -0.6591], [2.4880, 0.1649, -1.8769], [-1.9711, -0.0285, -4.0655], [-0.0275, 0.8772, -3.9177], [2.1903, 2.5626, -2.3394], [2.7696, 2.7840, -1.4373], [4.9530, -1.4393, 5.5178], [4.5531, -0.7523, 4.7770], [6.1972, -3.7745, 7.5232], [-2.6473, -0.3231, -1.7433], [-8.4731, -1.1890, -3.2237], [-8.6578, 1.0031, -4.3885], [-2.9983, 0.2480, -4.2946], [1.6494, 0.7849, 3.8915], [-4.7088, -0.4466, -6.7003], [7.0598, -4.4325, 7.4088], [2.2926, -0.0442, 4.1884], [2.2773, 1.6214, 3.5762], [3.3940, 4.5002, -0.4975], [-4.3174, 0.8196, -1.1477], [3.7139, -0.5547, -0.2503], [2.4579, 0.1057, -0.7837], [-7.9792, -0.1995, -5.4732], [-1.0586, 1.1774, -4.1104], [2.6823, 4.2129, -1.1578], [6.5369, -2.7468, 7.3974], [-5.5661, 0.9338, -5.3533], [1.5943, -0.5180, -0.5217], [4.8099, -5.1697, 6.6492], [1.2756, -0.1383, 1.9891], [5.4662, -0.8464, 6.2767], [-7.5902, -0.5650, -3.3676]],
  "multiplicity": 1,
  "smiles": "CCCCNP(CN)CCO.CCOC(C)=O.CCOC(C)=O.CCOC(C)=O",
  "e_homo_ev": -8.436,
  "lumo_ev": 0.58,
  "homo_lumo_gap_ev": 9.01
}

{
  "formula": "C19H35AsBiO12P2S",
  "method": "ωB97M-V with the def2-TZVPD basis set",
  "species": ["O", "Bi", "H", "C", "H", "C", "H", "P", "C", "H", "P", "H", "H", "S", "O", "C", "C", "O", "H", "H", "O", "C", "H", "C", "H", "H", "H", "H", "O", "C", "H", "C", "C", "C", "H", "H", "H", "O", "H", "H", "H", "C", "C", "O", "C", "As", "H", "H", "O", "H", "O", "H", "C", "C", "H", "H", "O", "C", "O", "H", "H", "C", "H", "H", "H", "C", "H", "H", "H", "O", "H"],
  "positions_angstrom": [[-0.1501, -0.1063, -1.4528], [-1.8871, -1.3295, -0.7841], [4.3223, -1.5542, 1.7126], [-3.4666, 2.9738, -0.0075], [0.4296, 2.7734, -0.6478], [1.3460, 1.3188, -3.6510], [-4.3010, 0.9736, 0.0079], [1.0017, 0.4488, -0.6529], [-0.0806, -6.2883, -2.1652], [-4.5740, 4.6229, 0.7544], [-1.1500, 1.8278, 0.8888], [1.2299, 2.2804, 0.8495], [-3.9995, 1.6380, 1.6183], [-1.3189, -3.7591, 0.7417], [-2.0561, 2.5807, -0.1574], [-3.5413, 4.2764, 0.7563], [2.5326, 1.4231, -2.7233], [-1.4411, -2.4968, -2.4428], [3.7656, -1.5917, 0.0307], [0.4814, 1.8608, -3.2653], [-0.1340, -4.1422, -4.1385], [3.4434, -1.5951, 1.0696], [3.7619, 2.8509, -1.6757], [-0.6166, 3.8689, 2.7031], [0.0090, 5.7548, 1.9564], [0.0292, -8.4225, -2.0385], [-0.6998, -8.5058, 0.3176], [-1.4812, 4.3542, 3.1614], [1.3867, -0.5406, 0.4663], [-0.2063, -7.5096, -1.5106], [1.6154, 1.7635, -4.6090], [-0.3735, -5.0974, -1.5122], [-0.6140, -7.5573, -0.1949], [2.9502, 2.8401, -2.4001], [-5.3504, 2.2272, 0.6480], [-2.9300, 5.0467, 0.2885], [1.0644, 0.2811, -3.8117], [-2.6651, -3.3694, 0.2577], [2.8154, -0.2556, 3.4761], [-3.7611, 3.1384, -1.0464], [3.3007, 3.3247, -3.3102], [-0.0908, 4.7377, 1.5787], [1.9971, -0.3782, 2.7670], [-1.4998, 0.4012, 1.1235], [0.4228, 3.5571, 3.7578], [-0.0153, -3.4904, -2.5231], [0.8953, 4.4195, 1.2429], [0.0063, 2.9277, 4.5404], [1.3700, -2.6933, -2.2652], [1.2805, 3.0474, 3.3168], [2.2963, 0.6982, -1.4664], [3.0560, 0.5197, 1.1101], [0.4815, 1.9927, 0.1107], [2.5436, -0.4170, 1.3585], [0.2551, -6.2629, -3.1930], [0.4157, -3.6084, -4.7271], [-1.1892, -4.0151, 2.1318], [-0.9138, -6.3779, 0.4769], [-1.1644, 2.5924, 2.2464], [3.3757, 0.8721, -3.1413], [-3.2346, 4.1471, 1.7942], [-0.7973, -5.1651, -0.1827], [-0.7692, 4.7678, 0.7262], [1.2932, 0.4436, 2.9005], [0.7777, 4.4834, 4.2079], [-4.3173, 1.8820, 0.6064], [1.4759, -1.3071, 2.9923], [2.1193, 3.4293, -2.0137], [2.9102, -2.5239, 1.2632], [-0.4371, -2.6151, 0.2442], [-1.2302, -6.3923, 1.5092]],
  "multiplicity": 1,
  "e_homo_ev": -12.186,
  "lumo_ev": -2.75,
  "homo_lumo_gap_ev": 9.43,
  "total_charge": 1
}

{
  "formula": "C4H8N2O",
  "method": "ωB97M-V with the def2-TZVPD basis set",
  "species": ["H", "N", "H", "H", "H", "C", "N", "C", "H", "H", "C", "C", "H", "O", "H"],
  "positions_angstrom": [[0.9701, 0.9771, 1.7484], [-0.4254, 1.3595, 0.1554], [-0.3847, 2.1454, -0.4870], [-1.8906, -1.6801, -0.6281], [-1.8665, -0.8509, 0.9464], [0.7375, -0.4365, -0.0085], [1.7540, -0.8848, -0.7966], [-0.6001, 0.0612, -0.5560], [-2.7497, -0.1373, -0.4165], [1.6182, -1.1793, 0.8891], [-1.8506, -0.6999, -0.1382], [0.9089, 0.9848, 0.6556], [-0.5691, 0.1566, -1.6518], [2.5930, -1.3699, 0.0390], [1.7549, 1.5541, 0.2489]],
  "multiplicity": 1,
  "relative_energy_kcal_mol": 159.9,
  "e_homo_ev": [-9.277, -9.277],
  "lumo_ev": [-0.63, -0.63],
  "homo_lumo_gap_ev": [8.65, 8.65]
}

{
  "formula": "C6H14ClOPS2",
  "method": "ωB97M-V with the def2-TZVPD basis set",
  "species": ["C", "H", "H", "O", "C", "S", "H", "H", "H", "H", "H", "C", "H", "H", "P", "H", "C", "C", "S", "C", "H", "H", "H", "Cl", "H"],
  "positions_angstrom": [[2.8590, 1.9652, -0.4288], [2.0589, 2.0364, -1.2942], [3.1667, 2.7410, 1.5255], [3.1025, 0.5854, -0.6809], [-1.4640, -1.5085, -1.1973], [4.2498, -2.0179, -0.6313], [-0.3994, -1.1607, -0.8340], [3.8625, 2.5545, -0.5846], [-1.6974, -0.7284, 1.7932], [-1.6555, -2.3455, 1.1556], [-1.6685, -1.1889, -2.1768], [-2.3728, -0.8156, -0.1929], [-3.1894, -1.6564, 1.6021], [-4.3962, -1.5459, -0.7722], [4.0223, -0.3588, 0.3507], [-1.7193, -2.5829, -1.0122], [-2.2360, -1.4370, 1.1731], [-3.9041, -0.6088, -0.5658], [-1.6717, 0.8573, 0.1259], [2.3410, 2.2838, 0.9358], [1.9827, 1.2771, 1.3822], [1.4291, 2.8917, 0.9585], [-4.4286, -0.2010, 0.3020], [5.6170, 0.8766, 0.4826], [-3.8887, 0.0873, -1.4165]],
  "multiplicity": 1,
  "relative_energy_kcal_mol": 0.0,
  "e_homo_ev": [-9.238, -8.837],
  "lumo_ev": [-2.47, -1.75],
  "homo_lumo_gap_ev": [6.77, 7.08]
}

{
  "formula": "C11H19AgFN2O11",
  "method": "ωB97M-V with the def2-TZVPD basis set",
  "species": ["H", "H", "H", "H", "H", "C", "H", "N", "O", "C", "H", "C", "H", "C", "C", "C", "H", "O", "O", "C", "H", "H", "O", "O", "H", "Ag", "H", "H", "O", "H", "O", "O", "C", "C", "O", "F", "H", "H", "O", "O", "C", "C", "N", "H", "H"],
  "positions_angstrom": [[-25.9352, 9.3592, -5.2635], [-26.2634, 7.4217, -6.8358], [-18.1004, 7.5029, -3.8481], [-24.7524, 9.2697, -6.5075], [-26.5613, 5.4974, -5.4153], [-25.4613, 7.3380, -6.1025], [-22.6949, 1.1626, -3.8539], [-21.1577, 3.1013, -9.5514], [-24.3998, 6.7648, -6.8885], [-26.0607, 6.3647, -4.9849], [-19.0411, 6.5424, -7.6393], [-25.8130, 1.7043, -4.5477], [-17.8244, 6.0146, -4.7596], [-20.2978, 6.5991, -5.9418], [-19.3043, 7.3035, -6.9048], [-24.6971, 0.8592, -3.9158], [-24.6771, 0.7600, -2.8305], [-23.2071, 3.3591, -6.0004], [-21.8022, 6.8318, -8.9558], [-18.4012, 6.9390, -4.7311], [-23.1906, 0.4965, -5.3990], [-26.3576, 0.9827, -5.1567], [-19.7767, 6.5458, -4.7182], [-20.4964, 7.9419, -10.3181], [-17.1690, 7.7848, -6.5116], [-23.1581, 5.1741, -7.8284], [-26.7905, 6.8282, -4.3211], [-26.5015, 2.0344, -3.7699], [-25.1959, 2.8437, -5.1819], [-18.3698, 8.8531, -5.7420], [-21.3566, 5.9575, -6.3213], [-21.4441, 3.8211, -8.6295], [-23.4529, 1.2279, -4.6346], [-18.1501, 7.8275, -6.0386], [-20.6952, 2.0643, -9.3218], [-24.2987, 4.5593, -9.7334], [-24.9655, -0.1724, -4.1434], [-25.3254, 5.9923, -4.2715], [-22.1455, 6.7846, -10.9978], [-21.3613, 3.4913, -10.7212], [-23.9132, 2.5648, -5.3726], [-25.1275, 8.7302, -5.6378], [-21.4678, 7.1833, -10.1276], [-19.7271, 8.2080, -7.3421], [-24.3021, 8.8765, -4.9410]],
  "multiplicity": 3,
  "e_homo_ev": [4.352, 0.322],
  "lumo_ev": [5.88, 5.82],
  "homo_lumo_gap_ev": [1.52, 5.50],
  "total_charge": -3
}

What largest force on an atom values result from the calculations? In sequence: 0.0858, 0.0063, 0.0067, 0.0102, 0.0588, 0.1459 hartree/bohr.